DFT (ωB97M-V/def2-TZVPD) results for a molecular structure, C4H14NO3.

Positions of all 22 atoms, in Å:
H1 -1.72345 -1.49958 0.43429
H2 3.03879 -0.73698 0.86199
H3 -1.49045 1.80675 -1.34102
H4 -4.53296 0.93206 -0.55355
H5 1.26235 -2.19808 0.35705
H6 -0.26010 0.15048 -0.51740
C1 1.05172 -1.11595 0.35268
H7 0.74033 -1.01118 1.41152
H8 2.76921 -0.49503 -0.77052
H9 -2.02954 -1.18449 -1.23226
H10 -2.80724 1.21348 -0.67238
C2 2.30956 -0.26842 0.20036
O1 -1.74910 1.62557 -0.43247
H11 1.53789 1.80561 -0.18681
O2 -3.85790 0.62778 -1.17099
N1 0.00946 -0.82955 -0.57438
O3 1.74254 1.07182 2.29337
H12 2.99416 1.60407 0.84249
C3 -1.25047 -1.53852 -0.56228
H13 -1.01959 -2.57328 -0.85493
C4 2.04581 1.17543 0.54148
H14 1.21899 1.43801 1.57379

Results
E_LUMO = 3.46 eV
net charge = -1
F_max = 5.513 eV/A
energy relative to the best compared isomer or geometry (same formula, charge and spin) = 4.674 eV

***

DFT (ωB97M-V/def2-TZVPD) results for 12 unconnected molecules or ions with the total composition C40H72O28S4.

Positions of all 144 atoms, in Å:
C1 4.40480 -0.57808 -2.48727
H1 1.36494 1.76368 0.03688
O1 -0.25005 -2.15709 4.40905
C2 -3.30970 -0.54597 -5.07973
O2 -5.09092 0.58956 -1.04932
H2 -2.44576 -0.39864 -5.72996
H3 2.86160 0.87356 -2.92938
C3 -3.95380 -2.78408 3.15801
C4 -4.44527 -2.81876 1.74064
H4 -0.36413 -4.53336 -0.22951
H5 4.72651 2.55056 1.70339
H6 2.93120 -4.34565 -4.12993
H7 2.09127 -5.97232 1.00365
C5 -1.89640 4.56341 -1.94514
H8 -5.59805 5.28350 1.40942
C6 5.72873 -0.82222 -1.71224
O3 2.40147 -0.51934 3.81960
H9 5.63605 -2.17319 3.47103
H10 -6.84470 4.99093 0.16926
O4 -4.39059 -4.12450 1.17494
O5 -6.48166 2.66118 1.45797
H11 -2.58678 1.20234 4.99801
O6 -0.32977 -4.87198 -4.19969
H12 -2.54699 0.68094 2.69718
C7 -0.71073 -1.07759 4.19235
O7 -6.41750 1.11772 3.06277
C8 3.77740 0.77709 -2.35219
H13 0.37917 1.91008 4.73014
O8 0.84828 4.69762 3.84249
O9 4.28063 -0.07793 2.74406
H14 -5.47616 -2.45405 1.72920
C9 2.04434 -4.90178 -4.46768
C10 4.76645 3.63962 1.69049
C11 -5.52808 3.28449 0.59281
H15 4.89352 -3.34761 2.34585
H16 -3.72262 3.72360 1.69274
H17 6.05134 2.58338 -0.49465
C12 2.82111 -1.77069 3.28632
H18 -4.12408 -1.81793 3.63027
H19 -0.72103 -6.91229 0.82323
H20 0.02738 -4.43176 1.48519
C13 -2.98516 -0.00801 -3.68478
H21 -1.32344 -1.49549 -1.58610
O10 -1.00747 -0.19105 5.16228
H22 0.75059 6.93369 1.02658
C14 -3.01164 1.49758 -3.59016
H23 -3.51626 -1.60973 -4.98241
C15 -3.46967 -4.14840 0.21183
H24 -4.13620 0.03312 -5.48766
C16 -5.83373 1.80713 2.29525
O11 -4.50482 1.92928 2.19163
C17 -5.82452 4.77321 0.46813
O12 -0.93905 -0.54580 2.98107
H25 1.71091 5.25607 -2.48732
C18 -0.42389 -1.26935 -1.01332
H26 -2.00329 -0.36980 -3.37679
C19 -1.58622 1.01183 4.61373
H27 5.78420 3.92467 1.96028
C20 5.17379 -2.30274 2.49797
H28 5.82435 0.00073 -0.99738
O13 -1.60976 1.09419 -0.36302
C21 -0.79817 4.66906 1.78804
H29 -1.98354 1.84118 -3.46312
H30 4.53664 -0.76921 -3.55694
H31 5.86436 -2.12429 1.67193
O14 1.33494 -7.87017 -2.43178
H32 1.10618 -2.54936 -5.17818
C22 0.82763 4.63421 -2.33557
C23 3.24262 0.45308 3.43563
C24 0.45092 -4.60358 0.49189
C25 1.18757 -5.92371 0.39255
H33 -4.31257 -3.61003 3.77280
C26 -4.16568 2.86794 1.17636
H34 -1.68272 4.07963 -0.99275
C27 0.99097 0.73950 0.08201
H35 3.22375 -2.37591 4.10329
O15 -4.06134 -0.37576 -2.81307
C28 -0.63921 2.14875 5.03060
H36 -1.55255 4.12340 2.36122
H37 -0.57216 -1.60984 0.01508
C29 0.87509 -4.23284 -3.76168
O16 -3.06946 -2.90192 -0.12228
C30 -3.62033 -1.94105 0.77879
H38 -1.92184 3.81375 -2.72918
O17 3.06061 1.60534 3.63677
H39 -2.81265 -1.45512 1.33039
O18 3.69541 -3.34209 -0.61018
O19 -2.47112 -4.27978 -4.27730
O20 -3.77945 1.77865 -2.43099
H40 0.44761 -1.80968 -1.37854
O21 -0.79942 -2.72853 -4.21026
S1 4.31602 4.33780 0.04732
C31 0.60810 -2.80077 -4.24057
H41 0.70243 -7.68232 1.63534
H42 3.65123 1.05114 -1.30037
H43 0.89161 3.90814 -3.15362
H44 -2.79797 5.16553 -1.86211
C32 1.27329 6.30669 1.75498
C33 5.77341 3.60723 -0.73549
C34 -1.32998 -3.96360 -4.23305
S2 0.12041 5.68315 2.99749
H45 -5.10810 5.19368 -0.24303
H46 4.06615 4.02742 2.42894
C35 -4.35276 0.64213 -1.97867
H47 2.05080 -4.83788 -5.55365
O22 5.49825 -2.05020 -1.06187
H48 3.52873 -1.36694 1.30866
H49 2.10935 6.81470 2.23234
H50 -2.86816 -2.95984 3.15214
H51 1.15412 -3.77997 0.34047
H52 -4.26853 -1.17290 0.35975
O23 1.52316 -6.13712 -0.99492
H53 -5.64829 2.89868 -0.42033
H54 1.68446 5.56642 1.05999
H55 1.95960 -2.30463 2.89112
S3 -0.56847 5.78270 -2.33631
H56 -0.14778 3.99316 1.24018
H57 0.58814 0.59018 1.08616
O24 -0.28216 6.54220 -1.05406
S4 -0.40282 0.53933 -1.04910
H58 2.22952 -5.92041 -4.13158
H59 6.57256 -0.79868 -2.39629
C36 3.95715 -1.41402 2.30997
H60 -0.74824 2.39574 6.08342
O25 3.52648 -1.54411 -1.90027
O26 0.62497 -8.05062 -0.31756
H61 -3.48306 2.02683 -4.41929
O27 -2.97883 -5.13997 -0.22970
C37 1.20576 -7.39653 -1.34655
H62 1.78482 0.03414 -0.15568
H63 0.97289 4.06259 -1.42067
H64 5.63375 3.67378 -1.81707
H65 0.98856 -4.30236 -2.67907
H66 -0.92628 3.04528 4.47741
C38 4.21522 -2.42347 -1.16430
H67 6.60540 4.28117 -0.51390
H68 -0.96961 1.52534 2.61704
O28 3.14678 3.53503 -0.45544
C39 -1.53985 0.73866 3.10941
H69 4.46998 1.56784 -2.65816
H70 -1.39546 5.32390 1.14942
H71 -3.52597 2.49072 0.38187
H72 1.09606 -2.17070 -3.49025
C40 0.34097 -7.16353 0.74389

Results
E_LUMO = -0.29 eV
F_max = 2.231 eV/A
energy relative to the best compared isomer or geometry (same formula, charge and spin) = 0.000 eV

***

DFT (ωB97M-V/def2-TZVPD) results for 4 unconnected molecules or ions with the total composition C13H21Cl2FN2O2.

Positions of all 41 atoms, in Å:
H1 0.05124 2.49985 1.34007
C1 1.11669 2.25221 1.36743
H2 -2.82320 0.10698 -1.86171
C2 1.11527 3.40265 -1.39382
C3 -3.36798 -0.49831 0.77441
H3 -1.34572 0.01956 -0.97910
N1 -2.85816 0.62984 0.25255
C4 1.24049 -4.54105 -2.55909
H4 2.50300 -4.83458 -4.26067
H5 1.50344 1.96890 4.88957
H6 0.04142 3.62583 -1.40165
O1 -3.48689 -1.52394 0.12489
C5 1.35046 -1.84372 -3.16916
C6 -2.26058 0.60628 -1.07222
H7 1.15028 1.63307 2.26488
C7 2.03321 -2.76009 -3.95872
F1 1.35787 -0.54100 -3.49209
H8 0.77281 0.68489 5.79934
C8 1.49872 1.43799 0.14920
H9 0.08785 -1.57120 -1.48950
Cl1 2.91757 0.82132 6.48087
H10 1.73157 3.13003 1.55584
H11 1.48292 1.43469 -1.86840
H12 -4.15147 0.63600 2.49651
C9 1.41522 1.55696 5.88881
H13 -3.21034 1.50595 0.59369
O2 1.89003 0.27882 0.23301
C10 -3.94081 -0.38313 2.16756
Cl2 0.76664 2.76377 7.03934
H14 0.12967 -3.96480 -0.80362
H15 -4.85812 -0.96897 2.15097
C11 0.56563 -3.64545 -1.73677
H16 1.43019 3.66375 -2.40141
H17 -2.01508 1.59234 -1.45970
H18 1.25302 -5.60491 -2.35261
H19 1.62594 4.04496 -0.68057
N2 1.29090 1.99474 -1.05030
H20 2.64947 -2.43366 -4.78908
C12 1.98585 -4.10454 -3.65528
C13 0.64190 -2.29567 -2.07532
H21 -3.28093 -0.77638 2.94186

Results
E_LUMO = 0.31 eV
F_max = 2.259 eV/A
energy relative to the best compared isomer or geometry (same formula, charge and spin) = 0.000 eV

***

DFT (ωB97M-V/def2-TZVPD) results for a molecular structure, C3H6O2.

Positions of all 11 atoms, in Å:
H1 -2.00853 0.70177 -0.14053
C1 0.86972 0.67775 0.29843
C2 -1.53787 -0.29884 0.02323
O1 0.37178 -1.28413 -1.14830
H2 1.17199 1.42197 1.39752
O2 2.13490 0.14691 0.05987
H3 0.75275 1.53611 -0.40681
H4 -2.14842 -1.17048 -0.25002
C3 -0.11696 -0.53017 -0.41145
H5 -1.47096 -0.52882 1.11315
H6 1.98158 -0.67205 -0.53509

Results
E_LUMO = 0.80 eV
F_max = 6.824 eV/A
energy relative to the best compared isomer or geometry (same formula, charge and spin) = 3.164 eV

***

| no. | molar mass (g/mol) |
| --- | --- |
| 1 | 124.2 |
| 2 | 1129.3 |
| 3 | 327.2 |
| 4 | 74.1 |